# 1
Entry from the OMol25 dataset: C5H9NO in the gas phase (ωB97M-V/def2-TZVPD).

Last column: natural (NBO) charge in e.
Positions of all 16 atoms, in Å:
C (-1.69208, -1.11891, -0.05005)  -0.613
C (-0.55682, -0.22355, -0.51208)  -0.165
C (-0.68102, 1.31418, -0.46459)  -0.459
C (0.69925, 1.33242, 0.13952)  -0.128
C (0.71903, -0.07981, 0.41348)  -0.217
N (1.71267, -0.99726, 0.56735)  -0.075
O (2.89178, -0.27765, 0.40518)  -0.546
H (-2.54502, -1.03554, -0.73537)  0.212
H (-2.03905, -0.84148, 0.95287)  0.203
H (-1.37855, -2.16895, -0.02487)  0.219
H (-0.20700, -0.53223, -1.50063)  0.208
H (-0.75535, 1.76723, -1.46107)  0.219
H (-1.49545, 1.72173, 0.15007)  0.208
H (0.26497, 0.00926, 1.43215)  0.255
H (1.48781, 2.06303, 0.09144)  0.202
H (3.57486, -0.93249, 0.59661)  0.479

The relative energy (zero: lowest compared OMol25 entry of this formula, charge and spin) comes out at 590.5 kJ/mol. The charge is 0. The value obtained for the HOMO energy (spin up / spin down) is -0.273 / -0.307 Ha. Its total energy is -8863.09290 eV. Its orbital gap (spin up / spin down) is 0.2917 / 0.3352 Ha.

# 2
Entry from the OMol25 dataset: a molecular structure, C39H47CaN3O14 (ωB97M-V/def2-TZVPD).

Last column: Mulliken charge in e.
Positions of all 104 atoms, in Å:
Ca (-0.41979, -0.26919, 0.53891)  2.191
O (2.55884, -0.24394, 3.42497)  -0.648
C (2.14125, -0.22570, 2.15894)  0.242
O (1.84679, 0.77624, 1.54630)  0.051
C (2.21889, -1.58322, 1.47931)  -0.602
O (1.63717, -1.50393, 0.17819)  -0.318
C (1.19330, -2.79860, -0.30455)  -0.369
C (-0.06857, -3.33539, 0.40841)  0.554
O (-0.15402, -4.56608, 0.47519)  -0.869
O (-0.88501, -2.44478, 0.78434)  -0.730
H (1.87599, 0.29711, 3.92974)  0.487
H (1.69858, -2.31750, 2.09510)  0.386
H (3.28059, -1.84774, 1.42240)  0.385
H (1.99882, -3.52782, -0.22140)  0.469
H (0.93753, -2.65607, -1.35513)  0.080
C (-0.25040, 1.37895, -7.30488)  -1.753
C (0.94586, 0.98092, -6.42744)  2.149
C (1.74585, -0.11689, -7.14390)  -1.692
C (1.85077, 2.20122, -6.26622)  -2.225
C (0.45626, 0.45203, -5.08041)  -0.977
C (0.81035, 1.00209, -3.88876)  0.202
C (0.28994, 0.50542, -2.65469)  -1.985
N (0.44680, 1.08567, -1.44354)  0.135
C (1.34087, 2.01538, -1.12313)  -1.157
C (2.62844, 2.17535, -1.72141)  0.321
C (3.50673, 3.08505, -1.23622)  -1.222
C (3.10399, 3.90695, -0.11428)  0.097
C (1.93396, 3.80839, 0.55491)  0.364
C (0.94236, 2.83572, 0.05360)  1.184
O (-0.18852, 2.70862, 0.51593)  -0.798
C (1.70757, 4.68468, 1.79702)  2.019
C (2.93940, 4.58785, 2.71535)  -1.765
C (0.49151, 4.28902, 2.64838)  -2.090
C (1.52978, 6.13816, 1.34007)  -1.838
C (4.92448, 3.24744, -1.77621)  2.139
C (5.08216, 4.65272, -2.37251)  -1.685
C (5.24103, 2.22817, -2.86793)  -2.043
C (5.93819, 3.06477, -0.63547)  -1.673
C (-0.68372, -0.58249, -2.66134)  1.769
O (-1.21149, -0.96978, -1.59272)  -0.892
C (-1.03001, -1.17748, -3.94617)  -0.489
C (-0.45958, -0.65493, -5.06617)  0.089
C (-2.03491, -2.32899, -3.97947)  2.535
C (-2.20131, -2.89167, -5.39101)  -2.336
C (-1.56196, -3.47394, -3.06724)  -1.696
C (-3.40555, -1.82828, -3.50028)  -1.701
H (0.09601, 1.85725, -8.22717)  0.466
H (-0.90211, 2.07837, -6.77629)  0.348
H (-0.85250, 0.51074, -7.58278)  0.333
H (2.08710, 0.22943, -8.12625)  0.466
H (1.14512, -1.01648, -7.29534)  0.301
H (2.62198, -0.39727, -6.55384)  0.338
H (2.14946, 2.56794, -7.25265)  0.478
H (2.75926, 1.95589, -5.70870)  0.317
H (1.34559, 3.01577, -5.74155)  0.396
H (1.44406, 1.87373, -3.85416)  0.934
H (2.91294, 1.47819, -2.49399)  1.005
H (3.82749, 4.63514, 0.24116)  0.314
H (3.16260, 3.54364, 2.94606)  0.264
H (2.73602, 5.11000, 3.65489)  0.510
H (3.83294, 5.03906, 2.27418)  0.383
H (0.53351, 3.24690, 2.96969)  0.380
H (-0.44810, 4.42511, 2.11962)  0.348
H (0.49577, 4.92627, 3.53953)  0.498
H (2.41303, 6.49860, 0.80407)  0.275
H (1.36121, 6.78881, 2.20495)  0.468
H (0.66755, 6.22706, 0.67428)  0.379
H (4.39936, 4.78938, -3.21479)  0.304
H (6.10667, 4.80686, -2.72835)  0.481
H (4.86157, 5.42703, -1.63425)  0.274
H (4.58380, 2.34817, -3.73375)  0.229
H (5.13602, 1.20306, -2.50549)  0.369
H (6.27174, 2.36656, -3.20602)  0.492
H (5.85577, 3.85516, 0.11353)  0.327
H (6.95875, 3.08288, -1.03192)  0.478
H (5.77902, 2.11062, -0.12767)  0.292
H (-0.71826, -1.09794, -6.02144)  0.325
H (-1.24771, -3.22058, -5.81586)  0.404
H (-2.65025, -2.16665, -6.07780)  0.369
H (-2.86386, -3.76020, -5.34651)  0.453
H (-0.57812, -3.83628, -3.38473)  0.276
H (-2.26351, -4.31163, -3.13394)  0.481
H (-1.49878, -3.16468, -2.02694)  0.305
H (-3.78176, -1.04394, -4.16356)  0.338
H (-3.34615, -1.43100, -2.48838)  0.343
H (-4.11985, -2.65843, -3.50578)  0.419
O (0.29686, 0.83632, 4.47456)  -0.925
C (-0.47526, 0.26575, 3.66904)  0.488
O (-0.10902, -0.57033, 2.80237)  -0.731
C (-1.95503, 0.58868, 3.71766)  0.617
C (-2.55127, 0.63026, 4.94150)  -0.155
C (-3.91747, 0.91734, 5.05261)  -0.670
C (-4.66219, 1.23970, 3.94638)  -0.201
C (-4.06665, 1.23399, 2.70155)  -0.799
C (-2.70634, 0.81181, 2.48523)  0.284
O (-2.17734, 0.65333, 1.35791)  -0.928
N (-4.93972, 1.65999, 1.59001)  1.074
O (-6.07067, 2.05353, 1.86808)  -0.741
O (-4.49320, 1.66170, 0.46674)  -0.595
N (-4.55401, 0.90584, 6.36159)  1.023
O (-5.72600, 1.24428, 6.44986)  -0.675
O (-3.85088, 0.69019, 7.33868)  -0.673
H (-1.96048, 0.45889, 5.82976)  0.537
H (-5.70197, 1.50787, 4.04007)  0.616

The relative energy (zero: lowest compared OMol25 entry of this formula, charge and spin) comes out at 36.7 kJ/mol. The charge is -2. The value obtained for the HOMO energy is -0.090 Ha. Its total energy is -92783.45076 eV. Its orbital gap is 0.2038 Ha.

# 3
Entry from the OMol25 dataset: a gas-phase ion, CClNO2P (charge -1) (ωB97M-V/def2-TZVPD).

Last column: natural (NBO) charge in e.
Positions of all 6 atoms, in Å:
C (0.54529, -1.03873, -0.33366)  -0.114
N (1.38445, -1.82129, -0.38218)  -0.323
O (-1.47417, 0.69204, -1.12797)  -1.074
O (1.19490, 1.64513, 0.30565)  -0.995
P (-0.42536, 0.44315, -0.13653)  1.821
Cl (-1.22511, 0.07970, 1.67469)  -0.315

The relative energy (zero: lowest compared OMol25 entry of this formula, charge and spin) comes out at 373.0 kJ/mol. The charge is -1. The value obtained for the HOMO energy is -0.171 Ha. Its total energy is -28434.11480 eV. Its orbital gap is 0.3031 Ha.

# 4
Entry from the OMol25 dataset: 6 unconnected molecules or ions with the total composition C3H20N2O5S2 (ωB97M-V/def2-TZVPD).

Last column: natural (NBO) charge in e.
Positions of all 32 atoms, in Å:
S (2.51263, 2.04617, -0.31882)  -0.138
S (2.56006, 0.17006, -0.97880)  0.039
C (0.76228, -0.19348, -1.71044)  -0.464
C (0.06893, -1.34897, -0.94167)  -0.107
C (-0.07549, -2.52228, -1.90805)  -0.265
N (-1.18159, -3.43388, -1.59480)  -0.821
N (-1.19930, -0.70275, -0.43535)  -0.830
H (2.53463, 2.19071, 0.97033)  0.111
H (1.35722, -0.48834, -2.61033)  0.215
H (0.07315, 0.68667, -1.97414)  0.245
H (0.61370, -1.66328, -0.03770)  0.212
H (0.84164, -2.85972, -2.35993)  0.221
H (-0.34898, -2.09466, -2.90550)  0.179
H (-1.68278, -3.20279, -0.71935)  0.346
H (-0.79497, -4.30416, -1.24054)  0.353
H (-1.91722, -0.65265, -1.16770)  0.360
H (-1.56173, -1.45695, 0.15368)  0.344
H (-0.97371, 0.41804, 1.40622)  0.516
H (-2.46704, 0.93483, 1.28541)  0.474
O (-1.57008, 1.16993, 1.52474)  -0.984
H (-2.07645, 1.94002, -3.41615)  0.467
H (-3.60551, 1.87843, -3.43527)  0.469
O (-2.82008, 1.70734, -3.98050)  -0.936
H (-2.08243, 0.16400, 3.11430)  0.502
H (-2.60051, -0.47765, 4.37514)  0.482
O (-2.25100, -0.73370, 3.51081)  -0.996
H (-0.54484, -1.42987, 2.82904)  0.521
H (1.05508, -1.21087, 2.49732)  0.492
O (0.15352, -0.90781, 2.38294)  -1.008
H (-0.08082, 1.27913, 3.43681)  0.474
H (-0.64979, 2.60378, 3.18735)  0.475
O (-0.51417, 1.99496, 3.92310)  -0.949

The relative energy (zero: lowest compared OMol25 entry of this formula, charge and spin) comes out at 264.4 kJ/mol. The charge is 0. The value obtained for the HOMO energy is -0.326 Ha. Its total energy is -38321.87887 eV. Its orbital gap is 0.3356 Ha.

# 5
Entry from the OMol25 dataset: 3 unconnected molecules or ions with the total composition C4H13O4 (ωB97M-V/def2-TZVPD).

Last column: natural (NBO) charge in e.
Positions of all 21 atoms, in Å:
C (-0.68820, -0.46210, 1.40095)  -0.440
C (0.23596, -1.57980, 0.97115)  -0.437
C (0.20486, -1.70207, -0.57971)  -0.033
O (-0.12915, -0.51055, -1.19855)  -0.788
C (0.34101, 0.72674, 1.66220)  -0.100
O (-0.24545, 2.03413, 1.41902)  -0.833
H (-1.27312, -0.06501, 0.59400)  0.237
H (-1.28690, -0.70916, 2.28450)  0.186
H (-0.19643, -2.50732, 1.33258)  0.191
H (1.25777, -1.38966, 1.33710)  0.192
H (1.05962, -2.19418, -1.00822)  0.151
H (-0.69333, -2.32600, -0.93002)  0.148
H (1.37805, 0.75261, 1.28388)  0.167
H (0.28391, 0.59500, 2.74054)  0.157
H (-0.07963, 2.03734, 0.30244)  0.485
H (0.07792, 0.36670, -0.85657)  0.535
H (-0.63065, 2.79696, -1.01029)  0.448
O (-0.03035, 2.10145, -1.06673)  -1.184
H (0.18388, 1.38654, -2.54003)  0.503
H (0.05519, -0.08192, -2.79364)  0.475
O (0.17505, 0.73029, -3.34460)  -1.061

The relative energy (zero: lowest compared OMol25 entry of this formula, charge and spin) comes out at 209.6 kJ/mol. The charge is -1. The value obtained for the HOMO energy is -0.174 Ha. Its total energy is -12548.05941 eV. Its orbital gap is 0.3134 Ha.

Look up the total energy of the second one.
-92783.45076 eV

The highest total energy belongs to which entry?
C5H9NO